1.
47
Properties=species:S:1:pos:R:3:forces:R:3 method="wB97M-V/def2-TZVPD" smiles="COCCNC(=O)c1ccc(NS(=O)(=O)c2cc(C)ccc2C)cc1" homo_ev=-8.87 lumo_ev=0.47 fmax_ev_per_a=1.17
S -1.419021 -2.960805 -0.318599 -0.4 0.3 -0.1
O 1.701371 5.439570 -2.966381 0.0 -0.1 -0.1
O -2.613368 -3.717131 -0.540617 -0.1 0.2 0.2
O 1.991329 3.640084 0.086935 -0.1 0.1 0.2
O -0.221750 -3.369733 -0.986658 0.0 0.2 0.2
N 2.743693 2.963118 -1.933941 0.1 -0.1 -0.2
N -1.812261 -1.392662 -0.811803 -0.3 -1.1 0.0
C -0.043686 -2.152194 3.434338 -0.1 0.0 -0.1
C -0.021288 -2.323353 2.049600 0.2 0.0 0.0
C 3.036026 5.069397 -3.184935 0.1 -0.2 0.1
C 1.231640 -2.032595 1.289225 0.2 0.1 0.0
C -0.888264 -0.352035 -0.820562 0.8 0.5 -0.1
C 1.928452 2.866945 -0.852850 0.2 -0.1 -0.1
C -1.195837 -2.758830 1.454462 0.0 -0.2 -0.5
C 0.970742 1.727794 -0.881746 -0.3 -0.2 0.2
C -2.351632 -2.839230 3.569874 0.1 0.1 -0.2
C 1.491771 6.264666 -1.839896 0.0 0.0 0.1
C -1.152013 0.846443 -0.159527 -0.1 -0.2 -0.1
C -1.179116 -2.398891 4.178566 0.0 0.0 -0.1
C 1.230313 0.527935 -1.540428 -0.1 0.2 0.1
C -0.227627 1.869717 -0.187477 0.2 0.1 -0.1
C -2.338105 -3.010939 2.194738 -0.2 -0.1 0.3
C 0.311171 -0.501500 -1.514603 -0.1 0.0 -0.1
C -3.577066 -3.124221 4.380425 0.0 0.0 0.0
C 3.602405 4.104463 -2.126071 -0.1 0.4 -0.1
H -0.415362 2.796822 0.332446 0.0 0.1 0.1
H -3.410817 -3.993004 5.016393 -0.1 -0.1 0.1
H -2.083372 0.967320 0.375606 -0.1 0.0 0.1
H 1.635109 5.720110 -0.901770 0.0 0.1 -0.1
H 2.098726 -2.349043 1.865617 0.1 0.0 0.0
H 1.229697 -2.541138 0.331245 0.2 0.1 0.1
H 3.685797 5.957095 -3.233648 0.0 -0.1 0.0
H 3.033650 4.579566 -4.163578 0.1 0.1 0.0
H 0.856122 -1.815892 3.928150 0.1 0.0 0.0
H 2.520838 2.421462 -2.754000 -0.1 0.0 0.1
H 4.595803 3.774529 -2.445007 0.0 0.1 0.1
H 3.683214 4.600945 -1.156748 0.1 -0.1 -0.1
H -1.159330 -2.253747 5.248954 0.0 0.0 0.1
H -2.718780 -1.146756 -0.441944 -0.1 0.0 0.0
H -3.211611 -3.361992 1.667417 -0.2 -0.1 0.1
H 1.321163 -0.959959 1.114651 0.0 0.1 0.0
H -3.813112 -2.280465 5.026576 -0.1 0.0 0.0
H 2.166717 0.379096 -2.057950 0.1 0.0 0.0
H -4.428619 -3.326739 3.737123 -0.1 0.0 0.0
H 2.160002 7.133631 -1.862364 0.0 0.0 0.0
H 0.509521 -1.436139 -2.012046 0.1 0.0 -0.1
H 0.458798 6.601032 -1.903732 0.0 0.1 0.1



2.
47
Properties=species:S:1:pos:R:3:forces:R:3 method="wB97M-V/def2-TZVPD" smiles="C=CCn1c(SCC(=O)NC[C@@H]2CCCO2)nnc1-c1ccccc1" homo_ev=-8.60 lumo_ev=0.48 fmax_ev_per_a=1.22
S 1.546073 2.503882 -1.117438 0.3 0.3 0.1
O 2.353652 -3.246176 0.569503 -0.1 -0.2 -0.1
O 4.429430 0.570388 -1.406915 0.4 0.2 0.2
N -1.254776 0.011108 -1.930308 -1.1 -0.4 0.1
N -1.010760 1.723718 -0.582137 0.2 -0.4 -0.6
N 2.549303 -0.568692 -1.969922 -0.2 -0.3 0.0
N -0.016557 0.495589 -2.108269 0.6 0.6 0.1
C 2.121498 -1.967365 0.002831 0.0 0.4 -0.4
C 2.545186 -0.918066 1.052957 0.0 -0.1 0.0
C -0.806585 1.950998 1.850115 0.0 0.2 -0.1
C -4.135976 1.555891 -0.471950 0.1 -0.1 0.0
C -5.812738 0.024281 0.302770 0.0 0.0 0.0
C 3.228741 -3.097246 1.668972 0.2 0.1 0.3
C 2.898089 -1.807119 -1.319232 0.0 -0.3 0.3
C -0.660618 0.654565 2.042817 0.0 -0.1 0.0
C 2.618883 1.787564 -2.405410 -0.2 0.0 0.3
C -1.856926 0.732459 -1.024803 0.3 0.0 -0.2
C 3.307373 0.535117 -1.868547 -0.2 0.1 -0.4
C -1.144361 2.610878 0.539997 0.0 0.1 0.4
C -3.220522 0.511513 -0.563490 -0.3 0.0 0.2
C -5.425532 1.309411 -0.037928 -0.1 0.1 0.1
C -4.911327 -1.021632 0.190569 -0.1 -0.1 0.0
C 0.134013 1.509382 -1.293199 0.0 0.0 -0.1
C 2.848031 -1.757277 2.295501 0.0 -0.2 -0.2
C -3.621391 -0.782929 -0.243707 0.1 0.1 0.0
H 3.972635 -1.796857 -1.123247 -0.1 -0.1 0.0
H 2.657858 -2.646059 -1.976938 0.1 0.0 0.0
H 1.766772 -0.177807 1.231570 0.1 0.0 0.0
H 3.078146 -3.954223 2.326443 0.1 0.0 0.0
H 1.999935 1.586052 -3.277062 0.1 0.0 -0.1
H 4.274254 -3.081684 1.329575 0.0 0.0 0.1
H -0.698138 2.648468 2.668451 0.0 0.0 0.2
H -3.854572 2.554613 -0.774808 0.0 0.1 0.0
H 1.047650 -1.911223 -0.222922 0.1 0.0 0.0
H 3.361666 2.556150 -2.614214 0.0 -0.1 0.0
H -0.473646 3.461181 0.375684 -0.2 0.0 0.0
H -6.132446 2.123260 0.027861 -0.1 0.1 0.0
H 3.644328 -1.338944 2.905726 0.0 0.0 0.1
H -0.774125 -0.068685 1.251418 0.0 -0.1 -0.2
H 1.578281 -0.458098 -2.267146 0.3 0.1 0.0
H -2.913261 -1.590906 -0.343518 0.1 -0.1 0.0
H 3.443082 -0.400010 0.717410 0.0 0.1 0.0
H -5.215439 -2.026790 0.441036 0.0 -0.1 0.0
H -6.819722 -0.162761 0.644367 -0.1 0.0 0.0
H 1.952481 -1.876447 2.906693 0.0 0.0 0.1
H -0.426439 0.254968 3.013594 0.0 0.0 0.2
H -2.171504 2.985559 0.587254 0.2 0.1 -0.1



3.
48
Properties=species:S:1:pos:R:3:forces:R:3 method="wB97M-V/def2-TZVPD" smiles="O=C(NCc1cccnc1)C(=O)NC[C@H](c1ccco1)N1CCOCC1" homo_ev=-8.60 lumo_ev=0.67 fmax_ev_per_a=0.92
O 0.844956 -3.038953 -0.556111 0.0 0.0 0.0
O 0.862862 -1.049188 2.317507 0.0 0.2 0.1
O -0.586180 -0.815403 -2.915923 -0.5 -0.3 -0.2
O -4.336891 2.022774 1.103845 -0.2 0.1 0.0
N 4.863631 1.425606 -0.871293 0.3 0.1 -0.4
N 2.595434 -1.851158 1.067669 0.1 -0.4 -0.2
N -0.908322 -2.172158 0.624925 -0.1 0.1 0.4
N -2.631114 0.069986 -0.083030 0.1 -0.1 -0.1
C 3.127183 2.445844 0.403021 0.0 -0.1 0.0
C -4.140200 0.760976 1.691369 -0.1 -0.4 0.0
C 3.827952 0.215638 0.910339 0.0 0.1 0.0
C 0.666681 -0.402917 -3.172762 0.8 0.4 0.2
C -3.831419 -0.314298 0.646082 0.0 0.2 0.2
C -3.198412 2.393117 0.364307 0.2 0.0 -0.4
C 0.392072 -2.386777 0.368261 -0.2 -0.3 -0.1
C -2.170253 -0.916425 -1.054675 0.1 -0.3 -0.2
C -2.878949 1.360030 -0.714094 0.0 0.4 0.3
C -0.869752 -0.465731 -1.647022 0.2 0.5 0.7
C 4.740167 0.338263 -0.131658 -0.1 -0.2 0.3
C 1.201318 0.215012 -2.086844 -0.1 -0.2 -0.5
C 3.002105 1.303351 1.174754 0.1 0.0 -0.1
C 0.201073 0.170309 -1.084989 -0.6 -0.2 -0.3
C 4.074786 2.453561 -0.610314 -0.2 0.2 0.1
C 1.305177 -1.694200 1.382480 0.2 0.0 0.0
C 3.660023 -1.075180 1.669555 -0.1 0.2 0.1
C -1.902843 -2.297289 -0.403722 -0.1 0.0 -0.3
H 5.407039 -0.476486 -0.385711 0.0 -0.2 0.1
H -3.670379 -1.255264 1.170716 -0.1 0.0 0.0
H -1.497648 -2.967375 -1.166593 -0.2 0.1 0.1
H -2.901007 -1.064890 -1.873164 0.1 0.0 0.1
H -4.696497 -0.423787 -0.031617 0.0 -0.1 0.0
H 1.058078 -0.604406 -4.149528 0.0 -0.1 -0.2
H 4.579909 -1.663031 1.656285 -0.1 0.0 0.1
H 2.502761 3.307883 0.579262 0.0 0.1 0.0
H 2.771813 -2.354537 0.205737 -0.1 0.0 0.1
H 4.209934 3.318146 -1.246818 -0.1 0.1 0.0
H 0.258511 0.571377 -0.094068 -0.1 0.1 0.3
H -3.423236 3.361606 -0.085022 0.1 0.0 0.0
H 2.272866 1.243371 1.969676 -0.1 0.0 0.1
H -5.062363 0.521692 2.223694 0.1 0.0 0.0
H -1.989403 1.670088 -1.262562 -0.1 0.0 0.0
H 3.363892 -0.870067 2.701823 0.2 -0.1 -0.1
H -3.727405 1.298812 -1.418563 0.1 0.0 0.0
H -3.305207 0.808875 2.406801 -0.1 0.0 0.0
H -2.817245 -2.734365 0.000157 0.1 0.0 -0.1
H 2.179441 0.642599 -2.002829 0.3 0.1 -0.1
H -1.093156 -1.515330 1.375557 0.2 0.0 -0.1
H -2.331783 2.490292 1.035082 0.0 0.0 -0.1



4.
54
Properties=species:S:1:pos:R:3:forces:R:3 method="wB97M-V/def2-TZVPD" total_charge=-1 homo_ev="-5.65 / -5.66" lumo_ev="1.98 / 1.98" spin_multiplicity=2 fmax_ev_per_a=4.45
V -0.194835 0.303955 0.258854 1.8 -3.9 -1.3
O -2.983829 -0.493759 -2.832979 0.4 0.1 0.0
O -3.504406 -1.723476 1.825837 0.5 1.3 0.6
O 1.167071 1.294781 -1.078275 -1.8 0.2 0.9
O -3.265971 -1.889296 -1.206845 0.3 0.2 -0.4
O -1.761278 -0.396467 1.679823 0.1 1.3 0.2
O 0.569745 -1.117826 0.376815 -1.0 3.1 0.0
O -1.590237 -0.544402 -1.167118 0.9 0.7 -0.2
O -1.545222 -2.555950 1.857359 0.4 0.8 0.6
N -1.573350 2.136260 0.149281 -1.5 2.4 0.3
N 0.682124 1.290412 2.114244 0.8 0.2 0.8
N -0.309847 -6.816725 -0.647748 0.7 0.6 0.3
N -2.285430 -1.561500 1.832193 -0.4 -2.4 -1.6
N -2.633522 -0.994105 -1.761349 -0.7 -0.1 0.8
C 2.440735 1.053243 -1.574478 0.3 -1.4 0.5
C -0.193821 -6.885076 -1.972567 -0.4 0.1 -0.4
C -0.187776 -5.597223 -0.088979 -0.8 0.1 0.1
C 0.568479 0.532134 3.215009 -0.2 -0.9 0.2
C 1.903844 1.929396 4.597020 0.3 0.8 -0.1
C 3.302118 2.313097 -1.699434 -0.8 0.0 -0.6
C 0.017460 -4.545273 -2.165454 0.4 0.4 -1.4
C -2.887124 4.630254 -0.057234 1.0 0.7 -0.9
C -1.908378 2.887253 1.241999 0.6 -1.2 -0.9
C 2.420134 0.247931 -2.914012 -0.9 1.4 0.3
C 2.018568 2.777967 3.500482 -0.3 -0.5 -0.8
C -0.107110 -5.771619 -2.813033 0.1 -0.2 1.5
C 1.162930 0.785054 4.449391 0.5 -0.2 -0.6
C 1.455304 2.392084 2.287054 -0.7 0.4 0.1
C -2.598953 3.900433 -1.203180 0.3 -0.9 0.4
C -2.505138 4.138274 1.165720 0.2 -0.7 0.6
C -1.965431 2.668567 -1.040446 1.7 -0.7 0.5
C -0.014141 -4.416742 -0.792261 0.0 -0.6 -0.5
H 0.001486 -0.387161 3.140981 -0.1 0.1 -0.5
H 3.394754 0.058590 -3.363938 0.1 -0.4 0.4
H -0.355316 -5.478695 0.975089 0.1 -0.5 0.1
H -0.138742 -5.848501 -3.889324 0.2 -0.1 0.0
H -0.203087 -7.885132 -2.393025 -0.2 -0.1 0.0
H 2.566259 3.708746 3.479441 0.1 0.0 0.4
H 1.803130 -0.627144 -2.719205 0.3 -0.3 -0.3
H 2.903710 0.348751 -0.868936 0.5 0.1 0.2
H 2.786399 2.976334 -2.401435 0.0 0.1 0.0
H 3.413426 2.879321 -0.774715 0.1 -0.3 0.2
H 1.894823 0.868594 -3.647766 -0.2 -0.1 0.0
H -2.711740 4.259385 -2.214782 -0.3 0.2 0.1
H 2.406663 2.184388 5.521128 0.0 -0.1 0.1
H 1.546875 3.098292 1.472593 0.0 -0.4 -0.4
H 0.218378 -3.705344 -2.821790 -0.3 0.4 0.3
H 0.034422 -3.453225 -0.306764 0.1 0.0 0.1
H -2.577174 4.758488 2.048140 -0.2 -0.2 0.1
H -1.466670 2.119381 -1.831034 -0.7 0.1 -0.6
H -3.103287 5.689730 -0.124039 -0.6 -0.1 -0.1
H -1.574634 2.404084 2.149037 -0.2 0.4 0.4
H 1.207073 -0.000560 5.189818 -0.5 0.1 0.1
H 4.260537 2.060019 -2.155163 0.2 0.1 0.3



5.
48
Properties=species:S:1:pos:R:3:forces:R:3 method="wB97M-V/def2-TZVPD" smiles="O=C1[C@H]2CCCN2C(=O)N1CN1CCN(c2cccc3[nH]cnc23)CC1" homo_ev=-7.47 lumo_ev=0.79 fmax_ev_per_a=3.49
O 1.697257 -3.123856 -2.093262 0.0 0.1 0.3
O -0.727408 0.319101 -3.542859 -0.3 -0.7 0.4
N 0.571915 -1.132732 -2.365155 -1.1 -1.5 -1.1
N 0.559840 2.785076 6.274929 0.9 0.4 1.3
N 0.113506 1.254771 1.853302 -0.2 0.0 -0.7
N -0.287431 -3.089976 -3.231265 0.1 0.7 1.2
N 1.304428 0.390336 -0.669174 1.1 1.3 0.1
N 1.661419 2.017604 4.495683 -0.7 0.4 0.6
C -0.953873 -3.772549 -5.379380 -0.5 0.2 0.6
C 1.780583 2.498311 5.716271 -0.2 -0.8 -1.0
C -1.778625 2.732534 5.367854 -1.0 0.0 -0.8
C 0.722410 -2.514575 -2.470087 1.5 -1.8 -0.6
C 1.288088 0.380384 1.818154 -0.7 -0.2 0.4
C 1.642450 -0.239762 -1.970408 -0.3 1.3 1.8
C -0.414594 2.505010 5.373084 -0.5 -0.1 -0.9
C -0.457529 1.677339 3.071095 0.2 0.9 -0.1
C -0.488449 -0.821698 -3.178250 0.2 3.2 -1.3
C -0.045257 -4.172010 -4.187920 0.0 0.8 -0.5
C -1.838086 1.943993 3.067945 1.5 -0.5 -0.3
C 0.131532 2.234205 0.716901 1.0 -1.4 0.6
C 1.256336 -0.458246 0.527128 0.5 0.8 -0.1
C -1.170936 -2.041651 -3.701001 -0.3 -0.8 0.2
C 0.259989 2.021527 4.250377 0.9 -0.6 -0.8
C -2.478001 2.449399 4.169226 0.0 0.3 1.8
C 0.270201 1.485628 -0.621501 0.5 -1.1 -0.2
C -1.243619 -2.253885 -5.223205 0.0 -0.1 0.3
H 1.005637 -4.177055 -4.520792 -0.3 -0.1 0.5
H -0.493027 -4.039886 -6.334766 -0.3 0.0 0.1
H 0.420936 2.200526 -1.436049 0.2 -0.2 0.1
H 2.733883 2.591827 6.260638 -0.7 0.1 -0.3
H 2.585565 -0.820524 -1.929714 -0.7 0.1 0.4
H 0.416948 3.110685 7.216104 0.0 0.0 -0.1
H -0.811781 2.781851 0.673666 0.3 0.1 0.2
H -0.506064 -1.656705 -5.736089 0.4 0.2 -0.1
H 2.206622 0.965235 1.835418 0.3 0.0 0.1
H -2.329721 1.706666 2.144507 -0.5 -0.1 -0.1
H 2.121387 -1.113004 0.579040 0.2 -0.2 -0.4
H 1.012137 2.869279 0.894129 -0.3 0.4 -0.2
H -1.904377 -4.289861 -5.220961 0.1 -0.1 -0.5
H -2.294874 3.165548 6.215373 0.0 -0.1 0.0
H -0.690989 1.026834 -0.785720 -0.8 -0.2 -0.2
H -0.344581 -5.128845 -3.767015 0.3 -0.1 -0.1
H -2.177493 -2.092829 -3.239361 0.3 -0.1 -0.2
H 0.369530 -1.060627 0.520268 -0.8 -0.6 0.1
H 1.826472 0.550495 -2.725634 -0.6 -0.4 0.3
H -2.217996 -1.933559 -5.586920 0.0 -0.2 -0.2
H -3.558337 2.553735 4.151972 0.1 0.2 0.0
H 1.253975 -0.284062 2.723422 0.1 0.6 -0.9



ΔE to the lowest compared entry with this formula, charge and spin across the listed records, respectively: 28.2, 61.3, 80.8, 25.4, 22.5 kcal/mol.